Density functional theory data (ωB97M-V/def2-TZVPD) for 2 unconnected molecules or ions with the total composition C3H10O2S at a distorted geometry.

Highest occupied orbital energy (eV): -8.855
Strongest force on any atom (Eh/bohr): 0.0288
LUMO level (eV): 0.68
Kohn-Sham gap (Eh): 0.350

CARTESIAN COORDINATES (ANGSTROEM)
O (-0.49031, -1.85504, 0.97359)
S (0.25374, 0.68086, -0.02081)
C (0.81843, -2.34151, 1.18792)
C (-0.94717, 1.26143, 1.14142)
C (-0.60043, -0.97546, -0.18088)
H (1.42575, -1.49664, 1.55393)
H (1.26786, -2.71936, 0.25419)
H (0.84466, -3.14625, 1.94179)
H (-0.82057, 2.32410, 1.40848)
H (-0.93920, 0.66254, 2.06764)
H (-1.92674, 1.13645, 0.65008)
H (-1.68203, -0.85497, -0.38355)
H (-0.14967, -1.48764, -1.05262)
O (1.34601, 2.76877, -3.18234)
H (1.10540, 3.67875, -2.89544)
H (0.49431, 2.36396, -3.46338)

---

Density functional theory data (ωB97M-V/def2-TZVPD) for 2 unconnected molecules or ions with the total composition C3H10O2S2 at a distorted geometry.

Highest occupied orbital energy (eV): -8.878
Strongest force on any atom (Eh/bohr): 0.0320
LUMO level (eV): 0.36
Kohn-Sham gap (Eh): 0.339

CARTESIAN COORDINATES (ANGSTROEM)
C (0.10511, 1.25417, 1.17080)
C (0.46457, -0.19040, 1.51042)
O (0.95034, -0.90749, 0.39340)
C (-0.71233, 1.44461, -0.11613)
S (0.27682, 1.72054, -1.62895)
S (0.74630, -0.00077, -2.67519)
H (0.97186, 1.91735, 1.17585)
H (-0.55988, 1.55770, 1.98899)
H (1.14628, -0.31267, 2.35339)
H (-0.46097, -0.65903, 1.87428)
H (0.17476, -1.39880, 0.03235)
H (-1.38458, 2.29671, -0.09944)
H (-1.31478, 0.53925, -0.26049)
H (1.56247, -0.44076, -1.70365)
H (-0.26244, -2.94487, -1.35143)
H (-0.78806, -1.56658, -1.64844)
O (-0.91545, -2.30898, -1.01575)